[1]
Below is a 2-piece molecular cluster, C2H5O2S3 overall in a non-equilibrium geometry, with properties calculated with the ωB97M-V functional and the def2-TZVPD basis.

Structure (XYZ):
```
12
Properties=species:S:1:pos:R:3:forces:R:3
C -0.4026 0.8475 0.3261 -0.5 3.4 -1.3
C -0.5999 -0.4234 -0.2935 0.1 -2.8 1.3
O 2.6143 -1.5581 0.3416 -1.2 1.2 0.2
O 2.3685 1.0559 -0.0350 0.7 0.3 0.8
S -0.4309 -1.8458 0.6154 0.0 0.2 0.0
S -1.3370 -0.5617 -1.8446 0.1 3.0 -1.0
S 2.6369 -0.2534 -0.7318 -0.7 -1.2 -0.2
H 0.6875 0.9380 0.6421 -0.7 0.4 -0.9
H -0.9820 1.0847 1.2466 0.0 -0.7 -0.6
H -0.7547 1.6463 -0.5121 1.3 -1.2 2.1
H 1.6359 -1.6108 0.6862 1.4 -0.3 -0.6
H -1.5628 -1.7994 -1.7884 -0.3 -2.5 0.1
```
Forces are in eV/Å.

As for the charge: -1. For the electronic energy, the calculation gives -38755.0653 eV. The value obtained for the strongest force on any atom is 3.7 eV/A. The value obtained for the HOMO energy (spin up / spin down) is -2.86 / -1.93 eV. The spin multiplicity is 1.

Mulliken atomic charge list, values in e, 2 entries: -0.62, 0.22

=====

[2]
Below is a 2-piece molecular cluster, C2H5O3 overall in a non-equilibrium geometry, with properties calculated with the ωB97M-V functional and the def2-TZVPD basis.

Structure (XYZ):
```
10
Properties=species:S:1:pos:R:3:forces:R:3
C 1.3221 -1.8892 -1.2430 2.4 -1.1 0.1
O 2.1503 -2.3737 -0.1526 -0.5 0.2 0.2
H 2.1493 -1.5248 -1.8638 -0.8 0.1 -0.6
H 0.9074 -2.8205 -1.6920 -0.5 1.2 -0.1
H 0.7058 -1.0379 -0.9590 -0.5 -0.4 -0.1
O -1.0125 3.5456 1.2770 0.0 0.2 0.4
C -2.1677 3.1032 1.3891 -0.4 -1.4 -1.1
O -2.5823 1.9091 1.3515 0.4 0.4 0.4
H -3.0272 3.8090 1.3837 0.0 0.7 0.3
H 1.5550 -2.7208 0.5091 -0.1 -0.1 0.4
```
Forces are in eV/Å.

As for the charge: -1. For the electronic energy, the calculation gives -8297.9422 eV. The value obtained for the strongest force on any atom is 2.6 eV/A. The value obtained for the HOMO energy is -3.66 eV. The spin multiplicity is 1.

Mulliken atomic charge list, values in e, 2 entries: -0.47, -0.50

=====

[3]
Below is a 2-piece molecular cluster, C2H5O3 overall in a non-equilibrium geometry, with properties calculated with the ωB97M-V functional and the def2-TZVPD basis.

Structure (XYZ):
```
10
Properties=species:S:1:pos:R:3:forces:R:3
C 1.0096 0.1957 1.3470 -1.0 0.1 0.2
O 1.2432 -0.7811 0.3889 0.3 -0.7 -0.8
H 0.8444 1.1776 0.8896 0.0 0.0 0.1
H 0.1095 -0.0552 1.9508 0.2 0.3 -0.2
H 1.8444 0.2624 2.0560 0.1 -0.1 -0.3
H 0.5155 -0.8530 -0.3162 0.2 0.4 0.9
O -1.3618 0.9776 -0.8326 0.1 0.2 0.1
C -1.3840 -0.0095 -1.5904 0.1 0.7 0.9
O -0.7382 -1.0794 -1.4490 -0.2 0.0 -0.6
H -2.0826 0.1648 -2.4440 0.1 -0.8 -0.4
```
Forces are in eV/Å.

As for the charge: -1. For the electronic energy, the calculation gives -8298.8534 eV. The value obtained for the strongest force on any atom is 1.1 eV/A. The value obtained for the HOMO energy is -4.44 eV. The spin multiplicity is 1.

Mulliken atomic charge list, values in e, 2 entries: -0.51, -0.56

=====

[4]
Below is one molecule with the formula C2H5OP in a non-equilibrium geometry, with properties calculated with the ωB97M-V functional and the def2-TZVPD basis.

Structure (XYZ):
```
9
Properties=species:S:1:pos:R:3:forces:R:3
C -0.9575 -0.8611 0.2969 0.2 4.0 2.1
C -0.3233 0.2409 0.6979 -1.2 0.7 0.4
O 0.9763 0.4594 0.3703 2.5 0.7 -0.2
P 1.7563 -0.1368 -1.2791 2.6 -0.9 0.6
H -0.6552 -1.5593 -0.3649 1.3 -2.1 -1.8
H -1.9447 -0.7644 0.5748 -2.2 -0.6 0.6
H -0.6957 1.1510 1.2830 0.0 -1.9 -0.7
H 1.2941 1.3719 0.1647 -0.8 -0.4 0.6
H 0.5497 0.0984 -1.7435 -2.4 0.5 -1.5
```
Forces are in eV/Å.

As for the charge: 0. For the electronic energy, the calculation gives -13486.8617 eV. The value obtained for the strongest force on any atom is 4.5 eV/A. The value obtained for the HOMO energy is -7.05 eV. The spin multiplicity is 1.

Mulliken atomic charge list, values in e, 2 entries: -0.86, 0.12

=====

[5]
Below is a 2-piece molecular cluster, C2H5OP overall in a non-equilibrium geometry, with properties calculated with the ωB97M-V functional and the def2-TZVPD basis.

Structure (XYZ):
```
9
Properties=species:S:1:pos:R:3:forces:R:3
C 0.0016 -0.2560 0.1058 0.9 -0.3 -2.2
C 1.4422 0.3177 -0.1223 -4.4 -1.6 -3.8
O -3.3825 0.7240 0.1280 -0.5 0.2 0.1
P -2.7369 -0.5495 -0.1899 1.1 0.4 0.0
H -0.2464 -1.1769 -0.4290 0.7 0.2 0.1
H -0.0961 -0.3448 1.1115 -1.2 -0.4 3.1
H 2.0068 -0.3776 0.3971 1.9 -1.3 0.3
H 1.4442 0.4140 -1.2344 1.3 -0.5 0.8
H 1.5671 1.2491 0.2332 0.3 3.2 1.6
```
Forces are in eV/Å.

As for the charge: 0. For the electronic energy, the calculation gives -13487.3821 eV. The value obtained for the strongest force on any atom is 6.1 eV/A. The value obtained for the HOMO energy (spin up / spin down) is -8.56 / -7.41 eV. The spin multiplicity is 1.

Mulliken atomic charge list, values in e, 2 entries: -0.77, -0.98

=====

[6]
Below is C2H5OP as an isolated structure in a non-equilibrium geometry, with properties calculated with the ωB97M-V functional and the def2-TZVPD basis.

Structure (XYZ):
```
9
Properties=species:S:1:pos:R:3:forces:R:3
C -0.6278 1.0833 0.1778 -2.1 -1.5 -2.3
C 0.0428 1.1345 1.1640 1.3 1.6 1.7
O 2.1463 -0.9127 0.4589 0.3 -1.1 0.5
P 1.8482 0.4631 0.0634 0.2 0.6 -0.8
H -1.2985 0.7416 -0.6013 0.4 0.5 0.3
H -2.2336 -2.2743 -1.0612 1.3 0.1 0.1
H 0.5224 1.6419 1.9600 -0.1 -0.3 0.7
H 1.0544 0.3449 -1.1496 0.0 0.2 -0.2
H -1.4543 -2.2224 -1.0119 -1.3 -0.1 -0.1
```
Forces are in eV/Å.

As for the charge: 0. For the electronic energy, the calculation gives -13487.0045 eV. The value obtained for the strongest force on any atom is 3.5 eV/A. The value obtained for the HOMO energy is -9.03 eV. The spin multiplicity is 1.

Mulliken atomic charge list, values in e, 2 entries: -0.38, -0.29

=====

[7]
Below is a 2-piece molecular cluster, C2H5OP overall in a non-equilibrium geometry, with properties calculated with the ωB97M-V functional and the def2-TZVPD basis.

Structure (XYZ):
```
9
Properties=species:S:1:pos:R:3:forces:R:3
C 1.7981 0.0574 0.2611 -3.3 -0.4 0.4
C -0.5550 -0.4732 0.3086 3.5 2.4 -1.3
O 2.0478 1.1637 -0.0066 0.1 -0.1 0.0
P -0.8405 0.0258 -1.4152 -3.9 1.5 1.4
H 2.4273 -0.8081 0.4177 0.5 -0.4 0.1
H -0.8857 -1.4553 0.2257 -0.1 -2.0 1.2
H -0.8423 0.1914 1.1122 -0.3 -0.3 -0.1
H 0.1704 -0.5170 -1.9799 3.0 -2.3 -1.7
H -0.1503 1.1869 -1.4508 0.4 1.6 0.1
```
Forces are in eV/Å.

As for the charge: 0. For the electronic energy, the calculation gives -13486.7582 eV. The value obtained for the strongest force on any atom is 4.5 eV/A. The value obtained for the HOMO energy (spin up / spin down) is -7.77 / -7.77 eV. The spin multiplicity is 1.

Mulliken atomic charge list, values in e, 2 entries: 0.09, -0.67

=====

[8]
Below is a 2-piece molecular cluster, C2H5OP overall in a non-equilibrium geometry, with properties calculated with the ωB97M-V functional and the def2-TZVPD basis.

Structure (XYZ):
```
9
Properties=species:S:1:pos:R:3:forces:R:3
C -1.2146 1.3271 0.1142 1.5 -1.8 -2.5
C 1.1276 -1.2508 0.3956 -2.2 2.5 -2.1
O -2.2602 1.1617 -0.4125 -2.0 -0.5 -1.2
P 0.4115 0.8798 -0.6669 0.3 -2.7 0.3
H -1.1926 1.8652 0.9534 0.4 2.3 4.1
H 1.6422 -0.6959 1.1143 1.4 0.1 0.9
H 1.5048 -1.6962 -0.4966 1.1 0.1 -0.2
H 0.2990 -1.8213 0.7259 -0.9 -0.1 0.5
H -0.3177 0.2304 -1.7274 0.5 0.2 0.3
```
Forces are in eV/Å.

As for the charge: 0. For the electronic energy, the calculation gives -13488.1076 eV. The value obtained for the strongest force on any atom is 4.7 eV/A. The value obtained for the HOMO energy (spin up / spin down) is -9.14 / -9.14 eV. The spin multiplicity is 1.

Mulliken atomic charge list, values in e, 2 entries: -0.08, -0.97

=====

[9]
Below is a 2-piece molecular cluster, C2H5OP overall in a non-equilibrium geometry, with properties calculated with the ωB97M-V functional and the def2-TZVPD basis.

Structure (XYZ):
```
9
Properties=species:S:1:pos:R:3:forces:R:3
C -0.7883 -0.8895 -0.7895 -2.9 -0.7 -4.3
C -0.1508 -0.3056 0.1608 1.6 0.8 2.2
O 0.5359 0.8723 0.0031 0.0 0.0 -1.6
P 2.9736 1.0660 1.3833 -0.6 0.9 0.2
H -0.9117 -0.3866 -1.8395 0.6 -0.7 2.0
H -1.4716 -1.7592 -0.7577 1.0 0.4 0.6
H 0.0106 -0.6893 1.1790 -0.4 0.1 -0.5
H 0.5659 1.0506 -0.9780 0.0 0.0 1.4
H 2.0753 2.2047 1.6561 0.7 -0.8 -0.1
```
Forces are in eV/Å.

As for the charge: 0. For the electronic energy, the calculation gives -13487.0500 eV. The value obtained for the strongest force on any atom is 5.2 eV/A. The value obtained for the HOMO energy (spin up / spin down) is -8.26 / -8.25 eV. The spin multiplicity is 1.

Mulliken atomic charge list, values in e, 2 entries: -0.82, 0.36

=====

[10]
Below is one molecule with the formula C2H5OP in a non-equilibrium geometry, with properties calculated with the ωB97M-V functional and the def2-TZVPD basis.

Structure (XYZ):
```
9
Properties=species:S:1:pos:R:3:forces:R:3
C 1.0642 1.0626 -0.4264 -5.2 -1.3 -3.3
C -0.4853 -1.0932 0.3496 -0.6 -0.2 0.3
O 1.3178 2.1061 -0.8436 1.5 2.8 -1.1
P -0.7538 0.0476 -1.0990 2.7 0.1 0.3
H 1.3896 0.6459 0.4260 1.9 -2.0 3.5
H 0.5609 -1.3948 0.3946 0.0 -0.2 -0.2
H -1.1091 -2.0322 0.3724 0.5 1.3 0.2
H -0.6257 -0.3987 1.1922 -0.3 -1.0 0.2
H -1.3587 1.0568 -0.3657 -0.5 0.4 0.3
```
Forces are in eV/Å.

As for the charge: 0. For the electronic energy, the calculation gives -13489.1331 eV. Its SMILES is CPC=O. The value obtained for the strongest force on any atom is 6.3 eV/A. The value obtained for the HOMO energy is -8.79 eV. The spin multiplicity is 1.

Mulliken atomic charge list, values in e, 2 entries: -0.06, -0.89

=====

[11]
Below is a 2-piece molecular cluster, C2H5OPS overall in a non-equilibrium geometry, with properties calculated with the ωB97M-V functional and the def2-TZVPD basis.

Structure (XYZ):
```
10
Properties=species:S:1:pos:R:3:forces:R:3
C 0.6651 -0.6794 0.5067 -1.7 -4.1 2.3
C 1.4431 0.1272 -0.1433 -0.3 3.6 3.8
O -1.5672 1.6610 0.3858 0.1 -0.4 -0.1
P -1.4171 0.3877 -0.3371 -1.0 -0.1 0.6
S -2.4074 -1.2696 0.0528 1.0 1.6 -1.0
H -0.5772 0.7188 -1.4460 -1.0 -0.8 -0.1
H 0.3647 -1.7576 0.1997 0.6 2.2 0.2
H 0.2838 -0.4134 1.5261 0.7 -0.4 -0.8
H 1.6010 0.1075 -1.1206 1.5 -0.6 -4.1
H 1.6112 1.1178 0.3759 0.1 -1.1 -0.9
```
Forces are in eV/Å.

As for the charge: 0. For the electronic energy, the calculation gives -24324.8546 eV. Its SMILES is O=[PH]=S.C=C. The value obtained for the strongest force on any atom is 5.2 eV/A. The value obtained for the HOMO energy is -9.77 eV. The spin multiplicity is 1.

Mulliken atomic charge list, values in e, 2 entries: -0.69, -0.67

=====

[12]
Below is a 2-piece molecular cluster, C2H5OS overall in a non-equilibrium geometry, with properties calculated with the ωB97M-V functional and the def2-TZVPD basis.

Structure (XYZ):
```
9
Properties=species:S:1:pos:R:3:forces:R:3
S 1.5769 -0.0403 1.3608 0.3 -0.4 0.3
H 2.0514 1.1362 0.9237 0.0 0.0 0.0
C -2.2253 -0.5041 -0.5926 -0.1 0.2 0.6
C -1.2368 -0.0500 -1.3653 0.3 1.1 0.0
O -0.0697 0.4815 -0.9648 0.6 -1.4 -0.1
H -3.2554 -0.5887 -0.9000 0.1 -0.4 -0.6
H -2.0984 -0.5625 0.4838 0.3 0.0 -0.1
H -1.3183 0.1175 -2.4392 -0.6 -0.2 -0.1
H 0.4927 -0.0730 -0.2594 -0.7 1.1 0.0
```
Forces are in eV/Å.

As for the charge: -1. For the electronic energy, the calculation gives -15037.9837 eV. The value obtained for the strongest force on any atom is 1.5 eV/A. The value obtained for the HOMO energy is -3.08 eV. The spin multiplicity is 1.

Mulliken atomic charge list, values in e, 2 entries: -0.83, 0.00